1.
{
  "formula": "C10H40N20O10",
  "method": "ωB97M-V/def2-TZVPD",
  "largest_force_ev_per_a": 8.02,
  "e_above_lowest_kcal_mol": 144.8,
  "lumo_ev": -0.477,
  "orbital_gap_ev": 7.106,
  "energy_ev": -61301.48983,
  "charge": 0,
  "elements": ["O", "O", "O", "O", "O", "O", "O", "O", "O", "O", "N", "N", "N", "N", "N", "N", "N", "N", "N", "N", "N", "N", "N", "N", "N", "N", "N", "N", "N", "N", "C", "C", "C", "C", "C", "C", "C", "C", "C", "C", "H", "H", "H", "H", "H", "H", "H", "H", "H", "H", "H", "H", "H", "H", "H", "H", "H", "H", "H", "H", "H", "H", "H", "H", "H", "H", "H", "H", "H", "H", "H", "H", "H", "H", "H", "H", "H", "H", "H", "H"],
  "xyz": [[20.49773, 11.18263, 6.95119], [20.99142, 9.48045, 3.88046], [26.25111, 4.23507, 4.18621], [16.31653, 9.48792, 5.05536], [17.75390, 12.00854, 2.45325], [24.97523, 12.02172, 7.81696], [21.51156, 5.99251, -0.88644], [23.99076, 5.95845, 1.66191], [25.99300, 8.67773, 4.81657], [23.55881, 7.31198, 8.73455], [24.73728, 6.87623, -0.17078], [25.20584, 6.69009, 7.28727], [18.40900, 8.87176, 5.10114], [22.23500, 7.87592, 3.01548], [19.64786, 5.22105, 0.05907], [25.97514, 5.43273, 1.03314], [23.06942, 9.34937, 4.40268], [17.71059, 10.47514, 6.37473], [25.43730, 11.43936, 5.77973], [25.58407, 9.90774, 7.25788], [21.17357, 11.27614, 9.07416], [24.04067, 4.63332, 4.21360], [28.03016, 9.05850, 4.51800], [24.94348, 3.84410, 5.98531], [18.14576, 11.75347, 0.27015], [21.54992, 5.04287, 1.15264], [27.37270, 6.99217, 4.51951], [23.26326, 7.02659, 6.46920], [21.94647, 9.80847, 7.83590], [19.64967, 10.94723, 1.72582], [24.89815, 6.09469, 0.88343], [25.14659, 4.21461, 4.76375], [17.42671, 9.65340, 5.48405], [18.46925, 11.54492, 1.52093], [25.32112, 11.17287, 7.03730], [20.97387, 5.45693, 0.07338], [27.10994, 8.21897, 4.71368], [24.00193, 7.01068, 7.60256], [21.21218, 10.80162, 7.90443], [22.05624, 8.91901, 3.74331], [22.38858, 9.52117, 8.69735], [23.98185, 3.61638, 6.19390], [21.84715, 10.98208, 9.76691], [25.96815, 9.35462, 6.50512], [22.07583, 9.40851, 6.91753], [20.07162, 11.21681, 2.60296], [20.39881, 11.90891, 9.21366], [22.95346, 10.11463, 5.05155], [18.30770, 7.95965, 4.67935], [25.48526, 7.01546, -0.83505], [29.02263, 8.87862, 4.57032], [21.07281, 4.48034, 1.84259], [25.27226, 6.05593, 6.50399], [26.67722, 5.77625, 0.39347], [21.43311, 7.42484, 2.59882], [23.17097, 7.49977, 3.06626], [17.30803, 12.28761, 0.08850], [22.52713, 5.23747, 1.31782], [26.58604, 6.36089, 4.57184], [19.15986, 5.88245, -0.52789], [23.23257, 4.57332, 4.81649], [28.35772, 6.78573, 4.60445], [20.18900, 10.89895, 0.87324], [18.68859, 11.32910, -0.46833], [25.79878, 3.43190, 6.32977], [23.99443, 5.06571, 3.30201], [18.60732, 10.72892, 6.76405], [23.87504, 7.39656, -0.09403], [25.49311, 12.36059, 5.36946], [25.86815, 10.66336, 5.29778], [23.85542, 7.26279, 5.68584], [22.30814, 7.33526, 6.58131], [19.32899, 9.27735, 5.00522], [27.73341, 10.00600, 4.33285], [19.30287, 5.05137, 0.99304], [25.14840, 9.46974, 8.05692], [23.86710, 8.73304, 4.46545], [25.91523, 6.59986, 8.00052], [26.22568, 4.99755, 1.90946], [16.87530, 10.99765, 6.59695]],
  "forces_ev_per_a": [[0.2, 0.4, 0.3], [-2.2, 0.8, -0.4], [-0.1, 0.2, 0.4], [-3.3, -0.3, -0.8], [1.4, -1.1, -1.7], [-0.7, 0.7, 2.2], [0.8, 0.5, 0.0], [-2.7, 0.0, 3.1], [-3.7, 0.1, 0.5], [0.9, -0.4, -1.6], [0.2, 0.8, -0.7], [4.9, -1.5, -0.1], [4.2, -2.4, -1.1], [1.0, -3.2, -2.0], [-1.6, -0.2, 0.2], [4.7, -1.3, -0.8], [4.4, 0.9, 2.2], [0.1, 5.6, 5.1], [1.2, 0.5, -5.4], [0.5, -3.2, 2.1], [-1.3, 3.6, 5.1], [-2.6, 0.8, -1.1], [5.6, 4.7, -0.4], [1.0, -1.3, 3.1], [-0.8, 0.1, -3.1], [2.0, -1.4, 3.4], [1.0, -4.0, 0.4], [-1.1, -0.3, -0.3], [5.0, -6.1, -1.4], [0.7, -0.5, -0.2], [-1.6, 0.8, -0.9], [1.8, 0.9, -3.5], [-1.3, -3.9, -3.3], [-2.0, 2.3, 4.5], [-0.8, 2.0, 1.7], [-0.9, 0.9, -2.9], [-2.8, 0.8, -1.0], [-4.1, 1.7, 3.0], [-4.6, 2.7, -4.5], [-3.5, 2.0, 1.0], [0.4, -0.9, -0.9], [0.7, -0.5, 1.0], [-0.6, 0.6, 0.2], [-0.6, -0.3, 0.4], [0.3, -0.3, 0.5], [0.3, -0.6, -0.1], [0.6, 0.2, 0.7], [0.1, -0.1, -0.2], [-0.6, 0.8, -0.2], [-0.6, 0.4, 0.0], [-0.2, 0.0, -0.2], [0.0, 0.2, -0.3], [0.4, 0.1, 0.3], [0.7, -0.8, 0.5], [0.5, -0.1, -0.1], [-0.5, -0.7, -0.9], [0.2, -0.4, -0.1], [0.1, 0.0, -0.2], [0.8, -0.8, 0.0], [-0.3, -0.3, 0.2], [-0.2, 0.5, -0.7], [-0.5, -1.2, -0.3], [0.6, -0.1, 0.7], [-0.5, 0.3, -0.1], [-0.7, -0.6, 1.0], [0.0, 0.0, -0.4], [0.2, -0.1, -0.3], [0.1, 0.1, -0.9], [-0.1, -0.1, 0.6], [-0.4, 0.5, -1.0], [-0.9, 0.2, -0.3], [0.2, 0.1, -0.5], [0.1, -0.2, 0.1], [0.3, -0.1, 0.3], [-0.8, 0.2, -0.4], [0.4, 0.0, -0.1], [0.4, 0.9, 0.2], [-0.3, 0.0, 0.0], [-0.1, -0.1, 0.0], [0.5, 0.5, 0.3]]
}

---

2.
{
  "formula": "C10H40N20O10",
  "method": "ωB97M-V/def2-TZVPD",
  "largest_force_ev_per_a": 8.31,
  "e_above_lowest_kcal_mol": 208.2,
  "lumo_ev": 0.018,
  "orbital_gap_ev": 9.469,
  "energy_ev": -61298.73991,
  "charge": 0,
  "elements": ["O", "O", "O", "O", "O", "O", "O", "O", "O", "O", "N", "N", "N", "N", "N", "N", "N", "N", "N", "N", "N", "N", "N", "N", "N", "N", "N", "N", "N", "N", "C", "C", "C", "C", "C", "C", "C", "C", "C", "C", "H", "H", "H", "H", "H", "H", "H", "H", "H", "H", "H", "H", "H", "H", "H", "H", "H", "H", "H", "H", "H", "H", "H", "H", "H", "H", "H", "H", "H", "H", "H", "H", "H", "H", "H", "H", "H", "H", "H", "H"],
  "xyz": [[-3.54238, -2.71462, 5.98085], [-0.60229, 4.74406, -4.42080], [-1.67733, -0.27072, -5.46986], [1.09963, -0.19287, -0.44318], [-2.17316, 9.70123, -2.22321], [2.72664, -6.57454, -4.28711], [8.64443, 1.38635, 2.48348], [4.79956, -3.50614, 5.71090], [-5.09702, 3.39499, 4.31209], [-1.38287, -5.82379, 0.99405], [2.30751, -4.71904, -3.04100], [-2.36492, -5.42858, -0.96504], [-0.00849, 1.65812, 0.04448], [7.84329, 2.79389, 0.97733], [0.42307, -0.35499, -6.22168], [0.19931, 4.48556, -6.48951], [-3.44519, 4.80428, 4.37662], [2.59977, -4.02407, 5.75217], [-3.86419, -4.95123, 5.58846], [6.92426, 0.82083, 1.15072], [-0.08805, -0.03385, 1.41611], [-1.58709, 10.48106, -0.20198], [-3.02457, 2.87832, 5.01894], [-1.38816, 8.39252, -0.58417], [-1.78447, 4.85219, -6.33481], [-1.08244, -0.42372, -7.69531], [3.72159, -4.29967, 4.00073], [0.82968, -5.47770, -4.38435], [-2.28642, -7.38897, -0.29252], [-4.54065, -4.04718, 7.39745], [-3.94704, 3.65891, 4.60529], [7.82831, 1.66251, 1.62130], [-1.73882, 9.53542, -1.08358], [-3.95689, -3.80617, 6.32162], [-0.69764, 4.69547, -5.63296], [0.35848, 0.41782, 0.27999], [-0.83383, -0.37924, -6.41731], [3.77146, -3.94243, 5.19194], [2.02845, -5.68452, -3.90421], [-2.01975, -6.18412, 0.03682], [6.24678, 1.17114, 0.48860], [8.55900, 3.48416, 1.15450], [0.18969, 1.97222, -0.89476], [-2.82796, -5.73103, -1.81016], [2.67817, -3.83360, 6.74094], [0.74276, -0.30891, -5.26473], [-0.12032, 4.38190, -7.44197], [0.30504, -4.62879, -4.22876], [7.26691, 2.85336, 0.15008], [-2.19594, -4.43395, -0.91752], [6.85361, -0.05891, 1.64182], [1.72914, -4.18110, 5.26486], [1.16418, 4.42952, -6.19627], [-1.96102, -0.02190, -7.98982], [1.15803, -0.53291, -6.89121], [-1.71050, 4.84213, -7.34206], [-3.98650, -5.95024, 5.67284], [2.90157, -4.72584, 3.59328], [-1.20251, 10.16572, 0.67709], [0.52304, -6.26328, -4.94017], [-4.05094, 5.55260, 4.07141], [3.20928, -4.83410, -2.60092], [-0.82847, 8.44093, 0.25517], [-3.32083, 1.91275, 5.01699], [-4.98603, -4.94692, 7.50792], [-2.68053, 4.99198, -5.89026], [0.16871, -0.99011, 1.61539], [-2.97520, -7.45899, -1.02789], [4.61207, -4.28575, 3.52433], [-1.53411, 7.60501, -1.19950], [-2.07569, -8.16683, 0.31627], [-2.06002, 3.15162, 5.14169], [-0.30972, -0.22392, -8.31426], [-2.55896, 4.90229, 4.85108], [1.71181, -3.96687, -2.72561], [-3.53294, -4.75096, 4.65558], [-4.48380, -3.40181, 8.17228], [-0.97265, 0.22169, 1.83119], [-0.71170, 2.08082, 0.63349], [-1.90523, 11.40151, -0.46965]],
  "forces_ev_per_a": [[0.5, 0.2, -0.6], [0.2, 0.1, 0.6], [1.6, -0.5, -2.5], [1.3, -1.2, -1.3], [-0.1, 0.0, 0.3], [1.7, -1.7, 0.1], [0.0, -0.3, 0.7], [-0.1, -0.2, 0.7], [-1.1, -1.1, 0.3], [0.5, 0.7, 1.7], [2.9, 1.2, 2.5], [-1.3, 5.0, -3.1], [-0.7, 2.6, -1.1], [-0.3, 3.6, -2.0], [6.3, -0.2, 2.8], [6.9, -1.4, -3.6], [2.1, 5.9, -0.7], [-2.7, 0.2, 3.7], [1.2, -0.3, -4.0], [-1.6, -1.7, -0.4], [-1.3, -2.8, 3.9], [0.3, 2.9, 1.7], [2.4, -5.5, 2.2], [0.8, -3.6, 0.7], [-5.5, 0.9, -1.1], [-2.2, 0.1, -4.2], [1.0, -2.3, -7.9], [-3.5, -0.7, -2.0], [-1.6, -6.0, -0.4], [-3.5, -1.0, 7.0], [-3.9, -0.2, -1.9], [2.1, -1.3, 1.5], [-1.5, 0.9, -3.5], [2.2, 0.3, -3.9], [-2.2, 0.6, 3.9], [0.6, 0.4, -1.1], [-4.6, 1.0, 4.0], [2.3, 2.3, 3.6], [-0.4, 1.3, 0.0], [2.1, 1.4, 1.1], [-0.1, -0.7, 0.4], [-0.2, -0.3, -0.1], [-0.4, 0.4, 0.3], [0.2, -0.1, 0.4], [-1.0, 0.0, -0.1], [-0.1, -0.1, -0.1], [1.4, -0.1, 0.3], [-0.1, -0.6, -0.2], [0.4, 0.6, 0.2], [0.0, -0.2, 0.1], [-0.4, 0.2, -0.4], [0.3, 0.1, 0.5], [-0.2, -0.1, -0.5], [0.0, -0.4, 0.0], [-0.5, 0.0, 0.0], [-0.8, 0.2, 0.5], [-0.3, 0.5, 1.2], [0.5, 0.0, -0.1], [-0.4, 1.3, 0.1], [-0.6, 0.7, -0.2], [0.4, 0.1, 0.4], [-0.2, 0.5, 0.1], [-0.1, -1.2, -0.4], [0.7, -0.1, 0.4], [0.1, 0.4, 0.5], [0.2, 0.0, -0.2], [0.0, 0.1, 0.0], [0.3, -1.0, 0.4], [-0.4, -0.1, -0.4], [0.6, -0.2, 0.5], [-0.2, 0.2, -0.2], [-0.4, -0.5, -0.1], [-0.3, 0.0, 0.0], [-0.3, 1.5, -0.5], [0.1, -0.5, -0.2], [0.1, 0.0, 0.0], [-0.3, -0.1, -0.3], [0.2, 0.3, -0.3], [0.2, 0.2, -0.5], [0.4, -0.1, 0.6]]
}